No. 1
Formula: C32H88N8O8
Source: OMol25
Level of theory: wB97M-V/def2-TZVPD

Structure (ORCA input):
```
! RIJCOSX wB97M-V def2-TZVPD def2/J DEFGRID3
* xyz 0 1
O -2.52970 -6.23142 -0.60342
O -1.30884 3.21024 5.14414
O 1.39787 4.57416 3.31954
O 0.95423 -3.36124 1.69865
O -2.42670 1.44313 0.32524
O 0.39140 -3.68141 -5.66962
O 2.59702 0.15193 -2.67090
O -0.08150 4.01303 -3.48754
N -2.77579 0.12576 6.45207
N -3.40355 -5.71270 -3.23606
N 2.73503 -3.23734 -0.64353
N 0.52746 -2.00424 -2.36000
N -2.56410 4.10663 -0.77581
N 4.55937 -0.39550 0.41524
N 2.39574 7.83375 2.16408
N -0.95153 -2.00650 0.21998
C 1.08508 3.28423 2.79027
C -1.32999 4.44178 -1.49946
C -1.35514 3.80447 -2.89335
C 1.81394 6.85648 3.10784
C -1.23127 -0.66604 0.76751
C -2.01973 -5.10103 -1.32132
C 2.65979 -5.57474 -0.88450
C -1.74864 -6.60552 0.48858
C 1.29494 -3.70612 -6.76312
C -3.14182 -4.64984 -2.24864
C -0.17730 3.95183 -0.63325
C 3.41951 1.65287 -0.32745
C -0.11095 -2.69362 -3.47855
C -2.36178 2.29125 5.37899
C 2.93937 0.27483 -4.03812
C 0.90661 -3.37013 3.10325
C -1.77902 4.48750 4.72304
C -0.97911 0.27106 4.77930
C 3.77136 -0.25161 -1.95328
C 0.09886 0.02373 1.10967
C 0.91323 -3.04551 -4.53605
C -4.40095 -4.20056 -1.57594
C 1.87632 -4.38212 -0.30722
C 1.25784 5.63040 2.39121
C -2.03317 0.18748 -0.19785
C -3.07398 1.50757 1.55619
C 1.66369 -4.49294 1.20832
C 0.75382 7.51298 4.00054
C -1.72421 0.97561 5.91047
C -1.11978 -1.65654 -4.01416
C 3.56477 0.14318 -0.51154
C -0.06709 3.55066 -4.82783
H -0.16442 4.40235 0.35683
H -0.69339 -0.84526 -4.60429
H -3.35974 4.61698 -1.14316
H 0.87384 -4.34137 -7.54181
H 0.47768 0.53563 0.21849
H 3.66400 -3.34426 -0.24696
H 1.32217 2.55363 3.55726
H 2.48988 2.02857 -0.76134
H -2.39641 1.36763 2.40222
H 1.09726 8.44644 4.44653
H 2.26809 -4.02890 -6.39546
H 2.68337 6.61175 3.72386
H 3.38771 7.72369 1.99263
H -3.43068 2.53653 1.66117
H -1.58544 0.01193 3.90794
H 0.84566 3.88093 -5.32406
H 1.65713 3.18718 1.86085
H -1.24478 5.51725 -1.66513
H -1.88048 -0.82482 1.63549
H 3.81906 0.90091 -4.19350
H -2.22401 4.43289 3.72461
H -0.50302 -0.64013 5.14281
H 2.58661 -5.62290 -1.97040
H 1.83284 5.36774 1.49366
H -2.76854 3.11529 -0.83490
H -0.89674 5.11709 4.62692
H 0.19566 5.71291 2.12730
H -0.22746 0.92996 4.34172
H 3.39810 1.91069 0.73120
H 4.64952 0.30037 -2.31217
H 0.54135 6.83205 4.82604
H -1.06513 1.25732 6.73323
H -4.99809 -5.00079 -1.12800
H -0.16674 2.46432 -4.86868
H -0.07733 0.86590 1.79098
H 2.59332 -0.28109 -0.24006
H -0.18461 7.65359 3.46311
H 1.03507 -1.18326 -2.68967
H -2.82854 2.09394 4.40449
H -1.79796 -1.26029 -3.25772
H -5.13116 -3.64102 -2.16457
H -3.15889 2.65336 6.03812
H -4.15808 -5.51184 -3.88143
H -0.20942 -2.40284 0.81096
H 2.08953 0.63888 -4.61766
H 0.04450 3.12925 2.48215
H -2.75403 -3.82895 -2.85921
H 1.17991 -2.62269 -1.87630
H 1.42455 -2.11794 -4.83526
H -0.85850 4.07268 -5.37689
H 2.23095 -6.53480 -0.57732
H 2.36736 8.74744 2.60650
H -1.53128 0.38451 -1.14692
H -4.20465 -3.55208 -0.71181
H 1.34707 -2.75382 -7.30363
H -2.07064 -7.60214 0.79346
H -0.66504 -6.63160 0.31267
H 0.75744 4.09208 -1.17833
H -3.44023 0.73315 6.92152
H -3.73070 -6.54465 -2.75246
H -1.70833 -4.23877 -0.72482
H -0.23666 2.88842 -0.37735
H -3.31687 -0.31932 5.71751
H 2.43530 -2.36482 -0.21308
H -1.89894 -5.91999 1.33399
H -1.56313 2.73834 -2.74594
H 0.35468 -4.25291 3.45104
H 3.70570 -5.58274 -0.57960
H -1.21679 -5.52421 -1.93251
H 0.31928 -2.52952 3.47370
H 1.73909 -3.57379 -4.03120
H -0.52924 -1.81042 -0.69081
H 4.24751 2.18459 -0.80414
H 2.64881 -4.59383 1.67815
H -3.96954 0.87503 1.58025
H 4.23926 -0.27253 1.36471
H 0.91623 -4.33903 -0.82387
H 3.13333 -0.69906 -4.50555
H -2.95863 -0.35347 -0.44390
H -2.45709 4.93348 5.45323
H 3.96771 -1.31061 -2.12974
H 1.90258 -3.36955 3.55423
H -0.58398 -3.60119 -3.10247
H -1.80481 -2.19585 -4.67971
H 1.08862 -5.38406 1.48498
H 0.88334 -0.61583 1.50887
H -2.17394 4.27913 -3.44222
H 5.50139 -0.03671 0.35499
*
```

Summary:
SMILES string = COC[C@H](C)N.COC[C@H](C)N.COC[C@H](C)N.COC[C@H](C)N.COC[C@H](C)N.COC[C@H](C)N.COC[C@H](C)N.COC[C@H](C)N
Kohn-Sham gap = 0.3341 Ha
Highest occupied orbital energy = -8.5 eV
ΔE to the lowest compared entry with this formula, charge and spin = 34.7 kcal/mol
LUMO = 0.6 eV
Strongest force on any atom = 0.0431 hartree/bohr

***

No. 2
Formula: C32H90F6NO34S2
Source: OMol25
Level of theory: wB97M-V/def2-TZVPD

Structure (ORCA input):
```
! RIJCOSX wB97M-V def2-TZVPD def2/J DEFGRID3
* xyz -1 1
S 12.97118 13.94134 16.96189
S 13.26348 12.31952 14.75253
F 15.47704 13.35594 14.11063
F 15.35654 14.55934 17.94847
F 13.80090 14.52016 13.47601
F 13.63146 15.21168 19.11564
F 14.32107 12.71044 12.36001
F 14.27723 13.13876 19.13069
O 20.28516 15.34003 15.77087
O 13.68547 10.94905 14.60225
O 7.19375 9.29004 14.73550
O 9.49626 13.23251 22.65193
O 18.38019 16.72354 14.28461
O 8.33853 14.95536 20.51432
O 15.08607 15.39304 8.10919
O 12.89293 16.27052 11.02463
O 16.91097 12.24097 21.44574
O 19.40406 14.54615 12.46186
O 17.32451 11.02839 18.65277
O 18.26722 13.31971 14.84118
O 8.59756 17.22053 13.87811
O 14.49279 7.82982 15.24757
O 8.26782 12.97569 18.45873
O 13.04376 9.88868 19.45946
O 12.63273 7.05102 13.17214
O 11.04352 15.58064 20.80975
O 11.86506 12.61763 14.41941
O 12.79239 16.30271 23.21017
O 14.70139 16.96456 15.45807
O 7.82410 10.90819 16.65718
O 15.74686 14.02386 23.09899
O 13.26257 17.78007 19.69375
O 10.35120 10.00716 17.90708
O 16.13866 9.36231 17.10836
O 9.40940 11.33140 20.59507
O 9.75780 8.63674 14.49194
O 16.15959 18.80542 13.93525
O 13.07193 15.21512 16.31756
O 11.77688 13.66094 17.65626
O 9.90869 14.70966 14.70670
O 15.72005 9.60134 20.46333
O 14.80992 18.77034 17.57784
N 13.68995 12.75268 16.23198
C 14.10995 14.23025 18.35268
C 9.99216 17.05603 13.98716
C 13.87528 15.79201 8.81745
C 19.22390 17.41750 15.26021
C 10.18275 16.54394 20.17659
C 18.60519 12.70532 13.62422
C 8.73785 13.15416 17.12005
C 8.73357 16.38259 20.65272
C 13.72372 7.95328 12.88498
C 13.43169 19.11292 17.71494
C 16.99036 11.51476 17.32714
C 10.55692 12.13997 20.75596
C 14.86697 7.80942 13.87000
C 10.48736 15.64123 13.82839
C 12.80381 9.42244 18.06427
C 13.93604 15.40830 23.52504
C 16.79949 11.02051 22.16224
C 18.30597 13.58014 12.41288
C 12.63801 18.08002 18.52031
C 7.78134 9.52058 13.49678
C 15.02544 18.06090 13.37415
C 11.70648 10.27796 17.43085
C 10.70868 12.63700 22.19886
C 19.60094 16.54735 16.34307
C 14.03131 17.58894 14.39084
C 14.24905 13.27389 13.61268
C 16.95589 10.30522 16.44756
C 14.08686 15.99864 10.33345
C 8.00135 12.29095 16.20676
C 14.92276 14.99542 22.43361
C 15.51969 10.32227 21.71512
C 9.24861 9.69496 13.75586
H 11.52878 15.71214 14.05341
H 13.43405 20.09316 18.10673
H 15.49902 8.98611 16.44380
H 18.75666 18.29271 15.76420
H 8.43232 13.75831 18.97402
H 11.69499 10.07112 16.37961
H 17.99640 11.77958 13.54329
H 11.46604 11.51941 20.47606
H 17.94812 9.87689 16.23532
H 16.22242 18.44906 14.86748
H 8.53638 16.62769 21.66188
H 16.53459 10.66745 15.50969
H 16.17494 13.55774 22.37163
H 9.15204 8.64218 15.26342
H 15.45509 17.15614 12.89116
H 17.79730 12.18086 16.98176
H 11.82934 7.52136 13.14862
H 8.92986 14.46026 21.14728
H 10.53565 13.03311 20.04228
H 14.78603 11.12023 21.56269
H 17.67136 10.34868 22.08266
H 13.72535 9.53809 17.49692
H 13.39089 16.95819 13.88606
H 8.72021 10.61908 17.03289
H 7.43478 9.92098 15.47640
H 20.14855 17.81468 14.73263
H 10.50839 13.96804 14.82148
H 7.27078 10.41673 13.06553
H 14.53273 18.61988 12.48060
H 13.39492 18.39286 14.77372
H 20.76375 14.90504 16.46006
H 10.98406 11.74452 22.81518
H 11.70540 15.33124 20.21567
H 15.49969 15.87736 22.16195
H 8.92165 11.71067 19.85542
H 16.59423 10.46048 18.83188
H 8.78447 12.60298 22.54429
H 20.18952 17.02796 17.08175
H 15.99864 11.98475 17.36905
H 19.07422 15.28439 12.99031
H 9.44704 10.64431 14.28774
H 12.52926 15.45776 11.34888
H 17.34125 14.06287 12.42954
H 19.66324 12.48708 13.60440
H 13.50653 16.63486 8.22275
H 17.65332 17.30234 14.02290
H 9.81623 12.86114 17.12977
H 14.52818 15.89547 24.30296
H 14.19301 17.66450 19.45477
H 10.32612 17.32306 14.94092
H 12.93045 9.07912 20.04905
H 11.59212 18.31797 18.82294
H 8.50066 12.19457 15.25141
H 16.75222 11.27371 23.22031
H 15.64952 14.89293 8.67429
H 12.40864 8.37729 18.04619
H 11.43993 13.47774 22.26107
H 18.37466 13.01603 11.48199
H 10.32593 15.19827 12.84925
H 12.90822 19.08547 16.74643
H 13.39613 8.96310 13.07120
H 8.19355 16.57280 14.48744
H 10.57148 17.52278 20.36476
H 12.00010 11.28615 17.52449
H 7.54036 8.70990 12.80032
H 14.85025 18.12802 16.82578
H 17.03954 12.09003 20.49658
H 14.47045 14.48642 21.62495
H 14.27066 16.10544 15.63983
H 14.84500 9.64693 19.98204
H 10.30078 10.07963 18.87483
H 15.61981 8.56331 13.67142
H 12.63503 17.22040 17.74379
H 18.92118 14.02579 15.04108
H 15.33719 6.84282 13.62842
H 6.99238 12.69485 16.06391
H 13.14330 15.02242 8.75133
H 14.66514 15.00643 10.66634
H 8.15486 16.99916 19.97180
H 8.77177 14.17437 16.91341
H 15.20756 9.51910 22.43466
H 13.63756 14.47130 23.96799
H 13.93773 7.85008 11.82589
H 18.67394 16.25841 16.85280
H 10.13764 16.47660 19.09177
H 12.17014 15.69631 22.76424
H 9.84054 9.76007 12.85822
H 14.74220 16.84676 10.44880
H 13.74288 7.27081 15.34266
H 10.44456 17.71796 13.19455
*
```

Summary:
Kohn-Sham gap = 0.3551 Ha
Highest occupied orbital energy = -7.8 eV
LUMO = 1.8 eV
Strongest force on any atom = 0.0766 hartree/bohr